This record from the Open Molecules 2025 dataset describes 14 unconnected molecules or ions with the total composition C68H166Br8N10 at a distorted geometry. The level of theory is ωB97M-V with the def2-TZVPD basis set.

The geometry in XYZ format:
```
252
C68H166Br8N10 (ωB97M-V with the def2-TZVPD basis set)
Br -2.999 6.925 -4.946
C -2.206 5.699 -3.573
C -2.711 6.135 -2.285
Br -2.014 4.916 -0.858
H -1.107 5.832 -3.639
H -2.504 4.654 -3.834
H -3.761 6.072 -2.297
H -2.328 7.096 -2.062
Br 3.179 -3.702 -0.120
C 4.794 -2.538 -0.367
C 5.527 -3.066 -1.612
Br 6.867 -1.801 -2.261
H 5.314 -2.616 0.580
H 4.523 -1.500 -0.571
H 4.810 -3.146 -2.466
H 6.010 -4.058 -1.526
Br -1.124 1.445 -4.006
C 0.286 1.548 -2.633
C 1.340 0.534 -2.942
Br 2.831 0.898 -1.772
H -0.115 1.354 -1.683
H 0.696 2.555 -2.616
H 1.711 0.566 -3.950
H 0.987 -0.445 -2.728
Br 5.065 4.134 -0.102
C 5.821 2.736 -1.209
C 7.330 2.717 -1.316
Br 8.247 2.450 0.402
H 5.419 2.893 -2.209
H 5.420 1.815 -0.805
H 7.706 3.643 -1.693
H 7.701 1.928 -1.950
C 1.579 10.049 -3.171
C 2.425 8.879 -2.862
N 1.682 7.714 -2.304
C 0.979 8.064 -1.092
C 1.876 8.593 0.031
C 2.404 6.466 -2.349
C 1.480 5.278 -2.764
H 1.430 10.621 -2.267
H 0.609 9.720 -3.625
H 2.105 10.659 -3.906
H 2.856 8.507 -3.778
H 3.338 9.084 -2.268
H 0.218 8.783 -1.331
H 0.425 7.212 -0.775
H 2.702 7.888 0.233
H 2.257 9.572 -0.156
H 1.245 8.644 0.903
H 2.925 6.227 -1.369
H 3.223 6.539 -3.065
H 0.832 4.994 -1.966
H 2.224 4.486 -2.941
H 0.948 5.521 -3.681
C -4.158 2.727 -5.589
C -5.278 2.001 -4.889
N -6.024 2.768 -3.908
C -6.877 1.822 -3.124
C -6.040 1.172 -2.019
C -6.805 3.888 -4.435
C -7.163 4.903 -3.347
H -3.642 2.096 -6.337
H -3.405 3.203 -4.978
H -4.641 3.536 -6.190
H -5.912 1.470 -5.560
H -4.889 1.136 -4.330
H -7.644 2.441 -2.688
H -7.391 1.067 -3.752
H -5.216 0.513 -2.440
H -5.554 1.909 -1.369
H -6.704 0.616 -1.353
H -7.703 3.596 -4.937
H -6.138 4.342 -5.170
H -7.505 5.861 -3.671
H -6.264 5.028 -2.769
H -7.872 4.528 -2.576
C 3.227 -3.494 -6.844
C 4.103 -3.132 -5.624
N 3.884 -3.954 -4.474
C 2.533 -3.892 -4.053
C 2.101 -2.476 -3.766
C 4.479 -5.299 -4.463
C 5.980 -5.178 -4.690
H 3.102 -4.579 -6.872
H 3.709 -3.076 -7.781
H 2.181 -3.133 -6.748
H 5.148 -3.286 -5.973
H 3.973 -2.039 -5.398
H 1.804 -4.452 -4.718
H 2.425 -4.398 -3.052
H 1.271 -2.556 -3.065
H 2.855 -1.905 -3.227
H 1.906 -1.988 -4.720
H 4.119 -6.071 -5.214
H 4.310 -5.733 -3.472
H 6.323 -4.947 -5.680
H 6.342 -6.191 -4.541
H 6.474 -4.501 -4.013
C 8.112 -1.741 1.433
C 7.458 -1.513 2.825
N 6.049 -1.141 2.835
C 5.823 0.284 2.542
C 4.708 0.542 1.594
C 5.284 -1.750 3.868
C 4.696 -3.161 3.470
H 7.768 -2.636 0.871
H 9.174 -1.829 1.484
H 7.906 -0.918 0.752
H 7.423 -2.421 3.420
H 8.045 -0.720 3.310
H 6.754 0.612 2.048
H 5.747 0.807 3.517
H 4.651 1.600 1.360
H 3.768 0.122 1.955
H 4.939 0.084 0.638
H 5.808 -1.925 4.822
H 4.408 -1.116 4.001
H 5.447 -3.910 3.220
H 4.065 -3.499 4.254
H 4.096 -2.973 2.603
C -1.467 -3.913 -2.349
C -1.324 -5.195 -3.143
N -2.585 -5.733 -3.559
C -2.396 -7.178 -3.920
C -2.667 -8.099 -2.761
C -3.170 -4.987 -4.656
C -4.741 -4.969 -4.622
H -2.061 -4.035 -1.508
H -1.849 -3.119 -3.038
H -0.541 -3.471 -1.916
H -0.671 -4.996 -4.025
H -0.769 -6.014 -2.604
H -3.060 -7.448 -4.711
H -1.371 -7.257 -4.258
H -3.511 -7.896 -2.132
H -2.641 -9.131 -3.111
H -1.768 -8.103 -2.135
H -2.847 -5.401 -5.626
H -2.794 -3.935 -4.606
H -4.991 -6.060 -4.733
H -5.064 -4.371 -5.479
H -5.103 -4.633 -3.630
C -5.206 2.524 4.943
C -4.164 2.357 6.015
N -2.784 2.644 5.703
C -2.102 2.989 6.915
C -2.333 4.373 7.535
C -2.042 1.860 4.762
C -1.659 0.458 5.173
H -6.207 2.461 5.361
H -5.099 1.795 4.165
H -5.013 3.486 4.446
H -4.457 2.998 6.853
H -4.289 1.367 6.507
H -2.364 2.257 7.669
H -1.013 2.853 6.741
H -1.930 5.229 6.946
H -3.372 4.629 7.555
H -1.926 4.481 8.560
H -1.117 2.458 4.600
H -2.596 1.965 3.828
H -2.478 0.029 5.815
H -0.740 0.335 5.738
H -1.477 -0.193 4.296
C 2.270 0.542 4.748
C 1.541 1.817 5.114
N 2.475 2.880 5.457
C 1.805 3.814 6.323
C 1.676 3.377 7.788
C 2.974 3.467 4.251
C 4.204 4.335 4.519
H 2.703 0.022 5.544
H 3.003 0.717 3.985
H 1.511 -0.117 4.324
H 0.841 2.100 4.331
H 0.883 1.645 5.952
H 2.493 4.708 6.364
H 0.798 4.184 5.960
H 1.139 4.160 8.284
H 1.007 2.508 7.795
H 2.630 3.230 8.250
H 2.170 4.029 3.688
H 3.307 2.666 3.623
H 4.184 5.244 5.155
H 4.623 4.688 3.584
H 4.945 3.659 5.014
C -5.159 -0.663 1.688
C -4.385 -1.965 1.448
N -4.950 -2.762 0.379
C -4.574 -2.296 -0.954
C -5.608 -2.614 -2.051
C -4.836 -4.193 0.542
C -5.865 -4.872 1.458
H -4.830 -0.137 2.604
H -6.204 -1.002 1.824
H -5.063 -0.086 0.799
H -3.314 -1.776 1.180
H -4.394 -2.575 2.365
H -3.539 -2.660 -1.139
H -4.446 -1.196 -0.879
H -5.219 -2.464 -3.040
H -6.544 -2.028 -1.976
H -5.937 -3.662 -1.919
H -4.930 -4.624 -0.479
H -3.801 -4.416 0.925
H -5.723 -5.968 1.423
H -5.855 -4.567 2.533
H -6.860 -4.693 1.099
C -1.952 -4.651 3.326
C -1.418 -6.109 3.260
N -0.519 -6.219 2.127
C 0.724 -5.458 2.244
C 1.409 -5.699 3.593
C -1.176 -6.031 0.819
C -2.372 -6.906 0.502
H -2.704 -4.560 4.136
H -2.495 -4.285 2.447
H -1.134 -3.979 3.522
H -0.938 -6.379 4.207
H -2.263 -6.845 3.057
H 1.357 -5.933 1.460
H 0.600 -4.413 2.012
H 2.258 -4.985 3.551
H 0.735 -5.507 4.477
H 1.793 -6.689 3.747
H -0.395 -6.309 0.098
H -1.497 -5.072 0.580
H -3.256 -6.839 1.163
H -2.096 -7.954 0.348
H -2.781 -6.540 -0.451
C -2.458 1.293 0.167
C -1.253 1.642 0.977
N -0.015 0.937 0.618
C -0.055 -0.449 1.036
C 0.417 -1.467 0.000
C 1.170 1.696 1.235
C 1.434 3.069 0.634
H -3.335 1.854 0.481
H -2.803 0.245 0.202
H -2.389 1.576 -0.883
H -1.130 2.743 0.978
H -1.470 1.388 2.057
H 0.630 -0.464 1.903
H -1.094 -0.729 1.388
H 0.189 -2.524 0.330
H -0.198 -1.280 -0.907
H 1.449 -1.450 -0.319
H 2.113 1.115 1.102
H 0.933 1.746 2.315
H 0.861 3.866 1.100
H 1.242 3.078 -0.452
H 2.471 3.299 0.873
```

M: 1763.378 g/mol
Calculated total energy: -648444.8899 eV
Frontier orbital gap: 8.31 eV
Maximum force: 0.0531 hartree/bohr

Löwdin population analysis, charges in e, atoms 1 to 2: Br 0.59; C -0.66